# 1
Density functional theory data (ωB97M-V/def2-TZVPD) for a cluster of 4 separate species, C2H11O4 in total in a non-equilibrium geometry.

Properties
frontier orbital gap: 8.86 eV
HOMO energy: -4.7 eV
net charge: -1
electronic energy: -10443.2896 eV
relative energy (zero: lowest compared OMol25 entry of this formula, charge and spin): 0.5993 eV

CARTESIAN COORDINATES (ANGSTROEM)
O1 0.153 0.410 0.039
O2 -1.820 2.040 -0.399
O3 0.131 1.466 -2.170
O4 2.276 0.344 1.372
C1 -0.487 -0.831 -0.143
C2 -0.052 -1.800 0.969
H1 0.130 -1.327 1.944
H2 -0.788 -2.624 1.268
H3 -0.275 -1.213 -1.160
H4 -0.086 0.676 -2.662
H5 0.404 1.093 -1.186
H6 -1.563 -0.690 -0.060
H7 0.930 -2.291 0.880
H8 -1.334 1.849 -1.215
H9 1.364 0.197 0.911
H10 2.384 1.276 1.420
H11 -1.367 1.424 0.193

These are the Mulliken partial charges, in e, on atoms 1 to 5: number 1, O, carries -0.910; number 2, O, carries -0.750; number 3, O, carries -0.852; number 4, O, carries -0.774; number 5, C, carries 0.083



# 2
Density functional theory data (ωB97M-V/def2-TZVPD) for a structure of composition C51H44BrClN3O8PSTi in a non-equilibrium geometry.

Properties
frontier orbital gap (spin up / spin down): 5.14 / 6.72 eV
HOMO energy (spin up / spin down): -1.2 / -2.8 eV
net charge: -2
electronic energy: -200261.7784 eV
2S+1: 3
relative energy (zero: lowest compared OMol25 entry of this formula, charge and spin): 1.7312 eV

CARTESIAN COORDINATES (ANGSTROEM)
Br1 2.989 2.771 7.299
Ti1 0.787 -1.189 -0.879
Cl1 0.433 0.846 -4.156
S1 -3.863 -1.228 4.400
P1 -0.294 2.359 -1.340
O1 -5.209 -1.248 4.912
O2 0.467 -1.396 1.367
O3 1.676 -1.568 -2.795
O4 -2.788 -0.990 5.329
O5 0.689 2.292 1.287
O6 2.287 -0.017 -0.504
O7 0.844 4.190 2.488
O8 -0.967 -0.345 0.090
N1 2.059 -2.804 -0.489
N2 -0.630 -2.850 -1.073
N3 -3.836 -0.188 3.123
C1 4.324 0.930 0.171
C2 2.023 2.752 4.609
C3 1.573 -4.092 -0.987
C4 5.622 0.756 0.573
C5 2.288 0.921 3.073
C6 -4.170 2.360 -0.111
C7 -0.280 -2.666 -3.521
C8 -0.548 -0.670 1.243
C9 0.914 3.739 -1.297
C10 -1.898 3.751 -5.537
C11 1.813 2.198 3.351
C12 2.973 0.201 4.041
C13 -2.985 2.197 -0.812
C14 1.082 -3.533 -5.785
C15 -0.619 2.232 -4.186
C16 5.383 -1.623 0.483
C17 -2.882 -4.884 1.902
C18 -1.799 2.793 -0.378
C19 2.700 2.014 5.561
C20 1.099 -2.333 -3.669
C21 -0.971 2.880 -3.011
C22 -4.191 3.117 1.054
C23 0.038 -4.142 -1.035
C24 3.296 -2.709 -0.185
C25 -2.826 -0.384 2.056
C26 3.159 4.350 -1.954
C27 -0.896 -2.241 -2.242
C28 -0.279 -3.793 -5.669
C29 -1.359 -0.190 2.427
C30 -2.240 -3.255 3.568
C31 2.960 5.634 -1.466
C32 1.769 -2.825 -4.810
C33 -4.509 -3.309 2.750
C34 -1.825 3.544 0.798
C35 -1.926 -4.326 2.740
C36 -0.944 -3.354 -4.524
C37 4.043 -1.496 0.081
C38 6.176 -0.528 0.729
C39 0.727 5.024 -0.800
C40 1.744 5.964 -0.885
C41 3.496 -0.196 -0.104
C42 -1.072 2.648 -5.437
C43 -2.263 4.434 -4.379
C44 3.184 0.742 5.303
C45 1.046 2.975 2.272
C46 2.146 3.406 -1.862
C47 -4.182 -4.378 1.936
C48 -3.525 -2.745 3.551
C49 -2.523 -5.982 0.941
C50 -3.015 3.703 1.501
C51 -1.803 4.000 -3.151
H1 -5.114 3.237 1.610
H2 6.229 1.630 0.786
H3 -0.315 -4.631 -0.120
H4 2.088 0.500 2.097
H5 -2.904 5.306 -4.434
H6 -0.259 -4.768 -1.886
H7 5.793 -2.622 0.603
H8 -1.496 -6.315 1.086
H9 1.619 -3.878 -6.664
H10 -5.072 1.876 -0.467
H11 3.867 1.907 0.073
H12 -2.980 1.579 -1.704
H13 1.590 6.954 -0.472
H14 -0.908 -4.693 2.715
H15 -0.205 5.297 -0.326
H16 -3.087 0.308 1.261
H17 -1.056 -0.741 3.316
H18 2.313 2.391 -2.208
H19 1.660 3.752 4.802
H20 3.756 6.368 -1.519
H21 -5.507 -2.890 2.744
H22 -2.977 -1.382 1.650
H23 -0.764 2.093 -6.313
H24 -1.131 0.866 2.594
H25 3.892 -3.632 -0.142
H26 4.110 4.069 -2.390
H27 3.338 -0.793 3.813
H28 -3.006 4.286 2.415
H29 -2.003 -3.561 -4.400
H30 -0.808 -4.333 -6.444
H31 1.962 -4.911 -0.369
H32 3.706 0.190 6.074
H33 -2.095 4.543 -2.260
H34 -3.822 0.765 3.480
H35 -1.720 -1.528 -2.238
H36 1.974 -4.215 -1.996
H37 -2.613 -5.628 -0.088
H38 2.823 -2.595 -4.918
H39 -1.482 -2.791 4.183
H40 -3.185 -6.843 1.059
H41 -4.939 -4.805 1.287
H42 -0.913 3.973 1.194
H43 7.205 -0.653 1.043
H44 -2.252 4.076 -6.507

These are the Mulliken partial charges, in e, on atoms 1 to 5: number 1, Br, carries -0.281; number 2, Ti, carries 0.579; number 3, Cl, carries -0.183; number 4, S, carries 1.369; number 5, P, carries 1.242